<one>
The following is a DFT calculation (the ωB97M-V functional and the def2-TZVPD basis) of a molecular structure, C18H42HgN7O9.

Properties
- HOMO level: -9.8 eV
- Gap between HOMO and LUMO: 7.86 eV
- LUMO energy: -1.90 eV

Structure (ORCA input):
```
! RIJCOSX wB97M-V def2-TZVPD def2/J DEFGRID3
* xyz 1 1
Hg -36.088 -7.301 5.927
N -35.812 -6.811 9.357
O -34.706 -6.653 9.757
O -36.074 -6.946 8.206
O -36.672 -6.770 10.243
C -37.624 -9.610 2.668
C -36.371 -8.750 2.800
O -36.040 -8.170 3.908
N -35.552 -8.666 1.734
C -34.332 -7.830 1.850
H -38.302 -8.982 2.089
H -38.252 -9.384 3.530
H -37.526 -10.681 2.493
H -35.887 -8.944 0.823
H -34.018 -7.541 0.847
H -33.497 -8.455 2.166
H -34.524 -7.053 2.589
C -40.276 -9.187 5.306
C -39.406 -8.116 6.007
O -38.197 -8.074 5.936
N -40.073 -7.304 6.838
C -39.591 -6.311 7.805
H -39.625 -10.044 5.130
H -40.427 -8.698 4.343
H -41.130 -9.540 5.883
H -41.026 -7.144 6.546
H -39.579 -6.769 8.794
H -40.288 -5.487 7.957
H -38.628 -5.877 7.533
C -38.564 -4.040 5.282
C -38.480 -5.149 4.241
O -37.524 -5.856 4.359
N -39.462 -5.308 3.328
C -39.441 -6.217 2.150
H -39.392 -4.157 5.980
H -38.657 -3.149 4.660
H -37.629 -3.947 5.834
H -40.208 -4.633 3.241
H -38.435 -6.292 1.736
H -40.052 -5.860 1.321
H -39.778 -7.202 2.472
C -36.257 -11.846 5.762
C -35.986 -10.847 6.842
O -35.649 -9.690 6.529
N -36.206 -11.176 8.129
C -36.191 -10.262 9.326
H -37.078 -11.522 5.124
H -36.636 -12.776 6.186
H -35.316 -12.060 5.255
H -36.574 -12.049 8.480
H -35.354 -9.564 9.347
H -36.290 -10.784 10.278
H -37.085 -9.658 9.171
C -32.179 -9.825 5.070
C -32.590 -8.534 5.879
O -33.601 -7.929 5.613
N -31.604 -8.101 6.691
C -31.721 -6.889 7.411
H -32.395 -9.633 4.019
H -32.647 -10.689 5.541
H -31.114 -10.045 4.996
H -30.876 -8.750 6.955
H -30.837 -6.268 7.269
H -31.844 -7.086 8.476
H -32.436 -6.141 7.069
C -33.913 -3.746 7.663
C -34.258 -4.317 6.269
O -35.186 -5.192 6.145
N -33.603 -3.848 5.192
C -33.907 -4.122 3.726
H -34.216 -4.474 8.415
H -34.510 -2.870 7.917
H -32.864 -3.643 7.941
H -32.765 -3.323 5.396
H -34.631 -3.445 3.271
H -34.302 -5.130 3.605
H -33.007 -4.029 3.119
*
```

Löwdin atomic charge list, values in e, 8 entries:
1 Hg 1.25
2 N -0.69
3 O 0.01
4 O -0.10
5 O -0.02
6 C 0.03
7 C -0.42
8 O -0.12

=====

<two>
The following is a DFT calculation (the ωB97M-V functional and the def2-TZVPD basis) of a molecular structure, C18H42HgN7O9.

Properties
- HOMO level: -11.5 eV
- Gap between HOMO and LUMO: 3.43 eV
- LUMO energy: -8.05 eV

Structure (ORCA input):
```
! RIJCOSX wB97M-V def2-TZVPD def2/J DEFGRID3
* xyz 1 1
Hg -0.078 -0.705 0.498
N -2.492 -2.728 2.939
O -2.244 -3.061 1.756
O -1.953 -1.662 3.217
O -3.378 -3.291 3.607
C 2.659 -3.923 -3.358
C 3.149 -2.976 -2.307
O 2.327 -2.619 -1.415
N 4.426 -2.680 -2.324
C 5.058 -1.688 -1.459
H 1.801 -3.557 -3.921
H 2.448 -4.874 -2.869
H 3.501 -4.083 -4.032
H 4.890 -3.014 -3.157
H 5.103 -0.662 -1.825
H 6.055 -2.042 -1.199
H 4.570 -1.660 -0.485
C 3.607 3.395 2.579
C 2.199 2.991 2.985
O 1.693 2.016 2.407
N 1.605 3.677 3.953
C 0.307 3.487 4.588
H 4.340 2.890 3.208
H 3.693 4.474 2.702
H 3.771 3.169 1.526
H 2.037 4.551 4.216
H 0.445 2.654 5.276
H -0.541 3.399 3.909
H 0.149 4.380 5.193
C 3.456 -4.776 2.980
C 2.923 -3.516 3.646
O 2.141 -2.745 3.088
N 3.301 -3.261 4.847
C 2.788 -2.144 5.630
H 4.103 -4.559 2.129
H 2.577 -5.329 2.651
H 4.057 -5.415 3.626
H 4.097 -3.771 5.202
H 1.729 -2.251 5.864
H 2.924 -1.176 5.149
H 3.191 -2.165 6.643
C -3.115 -3.347 -3.456
C -3.140 -1.860 -3.255
O -2.363 -1.412 -2.476
N -4.125 -1.175 -3.865
C -4.233 0.220 -3.768
H -3.685 -3.784 -2.635
H -2.098 -3.738 -3.431
H -3.562 -3.637 -4.407
H -4.829 -1.711 -4.352
H -3.691 0.658 -4.605
H -3.866 0.653 -2.837
H -5.288 0.465 -3.894
C -5.223 1.441 1.258
C -4.060 2.408 0.980
O -2.937 1.977 0.941
N -4.250 3.727 0.801
C -5.593 4.391 0.952
H -6.066 1.705 0.618
H -5.519 1.469 2.306
H -4.991 0.407 1.003
H -3.435 4.319 0.725
H -6.134 4.421 0.007
H -5.402 5.389 1.347
H -6.277 3.958 1.682
C 0.868 3.831 -2.668
C 0.763 2.405 -3.217
O 1.149 1.469 -2.474
N 0.311 2.228 -4.466
C 0.359 0.938 -5.256
H 0.114 4.178 -1.963
H 0.845 4.408 -3.592
H 1.875 3.988 -2.281
H 0.159 3.012 -5.085
H 0.993 0.951 -6.142
H -0.674 0.768 -5.558
H 0.687 0.131 -4.600
*
```

Löwdin atomic charge list, values in e, 8 entries:
1 Hg 1.22
2 N -0.57
3 O 0.10
4 O 0.06
5 O 0.12
6 C 0.00
7 C -0.56
8 O -0.05

=====

Of them, the most stable is <one> and the least stable is <two>.

=====

<one>
The following is a DFT calculation (the ωB97M-V functional and the def2-TZVPD basis) of a molecular structure, C21H28N6O7Ru.

Properties
- HOMO level (alpha / beta): -10.3 / -10.5 eV
- Gap between HOMO and LUMO (alpha / beta): 8.20 / 7.65 eV
- ⟨S²⟩: 0.75
- LUMO energy (alpha / beta): -2.13 / -2.81 eV

Structure (ORCA input):
```
! RIJCOSX wB97M-V def2-TZVPD def2/J DEFGRID3
* xyz 1 2
Ru -0.212 -0.167 0.002
C 6.589 -0.386 0.945
O 5.961 -0.371 2.220
C 4.623 -0.314 2.268
C 4.067 -0.305 3.568
C 2.719 -0.245 3.705
C 1.826 -0.196 2.597
C 0.419 -0.147 2.867
C -0.092 -0.093 4.281
O -0.487 -0.161 1.997
C 2.404 -0.209 1.291
O 1.740 -0.163 0.163
C 3.806 -0.266 1.161
H 7.655 -0.441 1.138
H 6.363 0.526 0.389
H 6.275 -1.258 0.368
H 4.729 -0.347 4.420
H 2.310 -0.244 4.704
H 0.384 0.702 4.853
H 0.105 -1.039 4.789
H -1.165 0.073 4.251
H 4.197 -0.269 0.155
N 0.124 -0.028 -2.069
C 0.510 1.366 -2.413
C -0.257 1.937 -3.614
C -1.784 1.755 -3.668
C -2.624 2.100 -2.428
N -2.219 3.309 -1.712
C -2.111 4.524 -2.229
N -1.278 5.389 -1.656
N -2.834 4.861 -3.304
C 0.371 2.310 -1.212
O 0.707 3.477 -1.354
O -0.205 1.848 -0.152
H 0.861 -0.675 -2.332
H -0.714 -0.312 -2.568
H 1.572 1.371 -2.657
H 0.146 1.496 -4.529
H -0.005 2.998 -3.654
H -2.042 0.723 -3.926
H -2.127 2.343 -4.522
H -2.571 1.307 -1.685
H -3.677 2.162 -2.713
H -1.746 3.155 -0.828
H -0.457 4.989 -1.197
H -1.248 6.347 -1.957
H -3.647 4.325 -3.554
H -2.714 5.758 -3.741
O -2.245 -0.360 -0.208
N -2.681 -1.507 0.190
N -1.781 -2.381 0.314
O -0.515 -2.143 -0.023
C -2.116 -3.717 0.733
C -3.446 -4.092 0.859
C -3.730 -5.381 1.274
C -2.704 -6.275 1.553
C -1.383 -5.878 1.419
C -1.076 -4.589 1.007
H -4.236 -3.390 0.640
H -4.762 -5.690 1.376
H -2.937 -7.281 1.875
H -0.582 -6.570 1.636
H -0.054 -4.260 0.898
*
```

Löwdin atomic charge list, values in e, 8 entries:
1 Ru 1.41
2 C -0.06
3 O -0.05
4 C -0.27
5 C 0.01
6 C -0.02
7 C -0.09
8 C -0.33

=====

<two>
The following is a DFT calculation (the ωB97M-V functional and the def2-TZVPD basis) of a molecular structure, C21H28N6O7Ru.

Properties
- HOMO level (alpha / beta): -10.1 / -10.1 eV
- Gap between HOMO and LUMO (alpha / beta): 7.83 / 7.19 eV
- ⟨S²⟩: 0.75
- LUMO energy (alpha / beta): -2.27 / -2.90 eV

Structure (ORCA input):
```
! RIJCOSX wB97M-V def2-TZVPD def2/J DEFGRID3
* xyz 1 2
Ru 0.410 0.041 1.066
C 0.851 5.448 -2.872
O 2.063 5.372 -2.132
C 2.280 4.279 -1.384
C 3.480 4.297 -0.640
C 3.784 3.234 0.153
C 2.916 2.121 0.278
C 3.221 1.063 1.189
C 4.629 0.739 1.581
O 2.342 0.323 1.703
C 1.718 2.101 -0.498
O 0.924 1.066 -0.570
C 1.423 3.200 -1.323
H 0.853 6.425 -3.346
H -0.014 5.361 -2.212
H 0.813 4.670 -3.636
H 4.126 5.160 -0.717
H 4.699 3.264 0.728
H 5.300 1.589 1.522
H 4.986 -0.005 0.863
H 4.656 0.297 2.574
H 0.515 3.146 -1.903
N 0.045 -0.416 3.062
C -1.319 0.045 3.416
C -1.399 0.383 4.913
C -2.698 0.998 5.431
C -3.956 0.176 5.167
N -4.235 0.244 3.739
C -5.137 -0.445 3.086
N -6.019 -1.230 3.722
N -5.151 -0.382 1.748
C -1.626 1.252 2.485
O -2.776 1.713 2.481
O -0.657 1.694 1.798
H 0.271 -1.354 3.381
H 0.712 0.213 3.509
H -2.020 -0.754 3.177
H -0.586 1.073 5.156
H -1.198 -0.543 5.463
H -2.844 1.985 4.988
H -2.599 1.152 6.505
H -4.787 0.591 5.743
H -3.814 -0.867 5.472
H -3.576 0.842 3.172
H -6.092 -1.200 4.723
H -6.720 -1.741 3.216
H -4.464 0.187 1.275
H -5.894 -0.784 1.207
O -1.365 -0.764 0.572
N -1.270 -1.983 0.139
N -0.094 -2.426 0.028
O 0.991 -1.731 0.356
C 0.120 -3.767 -0.463
C -0.942 -4.491 -0.987
C -0.704 -5.776 -1.443
C 0.572 -6.321 -1.380
C 1.619 -5.575 -0.861
C 1.401 -4.286 -0.395
H -1.927 -4.054 -1.045
H -1.520 -6.352 -1.858
H 0.751 -7.324 -1.744
H 2.615 -5.993 -0.817
H 2.206 -3.690 0.005
*
```

Löwdin atomic charge list, values in e, 8 entries:
1 Ru 1.42
2 C -0.06
3 O -0.06
4 C -0.27
5 C 0.00
6 C -0.02
7 C -0.10
8 C -0.33

=====

Of them, the most stable is <one> and the least stable is <two>.

=====

<one>
The following is a DFT calculation (the ωB97M-V functional and the def2-TZVPD basis) of a molecular structure, C2H4N2O3S.

Properties
- HOMO level: -9.4 eV
- Gap between HOMO and LUMO: 8.77 eV
- LUMO energy: -0.60 eV

Structure (ORCA input):
```
! RIJCOSX wB97M-V def2-TZVPD def2/J DEFGRID3
* xyz 0 1
C 1.190 -1.278 0.384
C -0.556 0.752 -0.050
N 0.644 -0.686 -0.662
N 0.125 1.925 0.143
O -2.248 -1.121 -1.005
O 1.402 -2.447 0.585
O -1.159 0.121 1.016
S -2.250 0.158 -0.322
H 1.238 -0.529 1.108
H 0.238 -1.218 -1.434
H 0.782 1.929 0.886
H 0.594 2.393 -0.647
*
```

Löwdin atomic charge list, values in e, 8 entries:
1 C -0.50
2 C -0.55
3 N 0.09
4 N 0.12
5 O -0.44
6 O 0.03
7 O -0.24
8 S 1.09

=====

<two>
The following is a DFT calculation (the ωB97M-V functional and the def2-TZVPD basis) of 2 unconnected molecules or ions with the total composition C2H4N2O3S.

Properties
- HOMO level: -8.2 eV
- Gap between HOMO and LUMO: 8.68 eV
- LUMO energy: 0.46 eV
- SMILES: N/C(O)=N/S.O=C=O

Structure (ORCA input):
```
! RIJCOSX wB97M-V def2-TZVPD def2/J DEFGRID3
* xyz 0 1
C -2.622 -0.069 -0.578
C 1.105 0.330 0.074
N 1.728 1.247 0.875
N 0.185 -0.437 0.644
O -3.415 -0.849 -0.278
O 1.564 0.320 -1.218
O -2.057 0.861 -0.953
S -0.375 -1.910 -0.017
H -0.875 -2.437 1.137
H 1.345 1.431 1.775
H 2.145 1.968 0.303
H 1.273 -0.454 -1.765
*
```

Löwdin atomic charge list, values in e, 8 entries:
1 C -0.53
2 C -0.59
3 N 0.14
4 N -0.35
5 O 0.17
6 O 0.05
7 O 0.19
8 S 0.72

=====

<three>
The following is a DFT calculation (the ωB97M-V functional and the def2-TZVPD basis) of C2H4N2O3S in the gas phase.

Properties
- HOMO level: -10.2 eV
- Gap between HOMO and LUMO: 10.46 eV
- LUMO energy: 0.23 eV
- SMILES: CC(=O)N1NS1(=O)=O

Structure (ORCA input):
```
! RIJCOSX wB97M-V def2-TZVPD def2/J DEFGRID3
* xyz 0 1
C 0.112 -0.529 -0.820
C -0.410 -1.699 -0.088
N -0.030 2.017 -0.468
N -0.869 0.798 -0.187
O 0.889 -0.196 -1.618
O -0.544 1.983 1.980
O 1.431 0.645 1.125
S 0.140 1.289 0.945
H -1.428 -1.805 0.042
H 0.085 -1.582 1.009
H 0.024 -2.590 -0.712
H 0.598 1.668 -1.208
*
```

Löwdin atomic charge list, values in e, 8 entries:
1 C -0.40
2 C 0.00
3 N -0.08
4 N -0.11
5 O 0.16
6 O -0.26
7 O -0.29
8 S 0.55

=====

Of them, the most stable is <two> and the least stable is <three>.